ORCA calculation (ωB97M-V with the def2-TZVPD basis set) on a molecular structure, C78H82AsGeN5O5PSbSeTi in a non-equilibrium geometry.

Atoms and positions in Å:
Ti -0.4070 -0.1624 -0.0124
N -3.5205 1.0541 -1.9755
C -2.9821 0.4759 -3.2061
C -1.6313 -0.2027 -3.0413
O -1.0473 -0.5119 -4.0665
O -1.1958 -0.4371 -1.8346
H -4.2110 1.7654 -2.1743
H -2.7676 1.4764 -1.4436
H -2.8340 1.2032 -4.0060
H -3.6608 -0.2931 -3.5876
N 1.3878 -0.5878 7.2984
C 0.8438 -1.4005 6.3346
O 0.3971 -2.4952 6.6307
C 0.8203 -0.8237 4.9363
C 1.8819 -0.1030 4.5396
C 2.0253 0.5129 3.1816
N -0.1952 0.1153 2.0367
C -0.6696 -0.8287 2.8783
C -0.3416 -1.1957 4.1506
H 1.4928 -0.9601 8.2238
H 1.7500 0.3160 7.0639
H 2.7102 0.0448 5.2273
H 2.7218 1.3478 3.2895
H -1.4906 -1.3993 2.4647
H -0.9854 -1.9366 4.6058
C -7.7564 -1.1480 -2.0615
C -6.8199 -2.1341 -2.3449
C -5.6202 -2.1930 -1.6351
C -5.3366 -1.2691 -0.6281
C -6.2778 -0.2622 -0.3781
C -7.4789 -0.2068 -1.0750
Sb -3.4339 -1.2950 0.4132
C -4.2618 -1.3515 2.4131
C -5.0058 -0.2710 2.9017
C -5.4536 -0.2514 4.2173
C -5.1354 -1.2896 5.0855
C -4.3691 -2.3514 4.6258
C -3.9426 -2.3803 3.3019
C -3.4120 -3.4551 0.2634
C -4.4608 -4.2487 0.7447
C -4.4452 -5.6271 0.5838
C -3.3772 -6.2410 -0.0716
C -2.3405 -5.4673 -0.5691
C -2.3614 -4.0802 -0.4063
H -8.6914 -1.1066 -2.6103
H -7.0199 -2.8669 -3.1194
H -4.9063 -2.9744 -1.8729
H -6.0739 0.4996 0.3684
H -8.1962 0.5767 -0.8512
H -5.2175 0.5842 2.2682
H -6.0372 0.5885 4.5659
H -5.4656 -1.2614 6.1183
H -4.0903 -3.1556 5.2979
H -3.3470 -3.2213 2.9660
H -5.3034 -3.7812 1.2447
H -5.2652 -6.2253 0.9664
H -3.3584 -7.3195 -0.1895
H -1.5058 -5.9354 -1.0798
H -1.5536 -3.4755 -0.8060
C 3.1658 -5.0949 -5.7192
Ge 2.7835 -3.2455 -5.2242
C 3.2894 -2.1735 -6.7842
C 3.8929 -2.7513 -3.7181
C 0.8910 -2.9804 -4.9323
Se 0.2962 -2.9762 -3.0739
C 0.8341 -4.8226 -2.7354
H 4.2272 -5.2046 -5.9650
H 2.5769 -5.3830 -6.5958
H 2.9251 -5.7794 -4.9020
H 4.3603 -2.2657 -6.9932
H 3.0577 -1.1168 -6.6130
H 2.7325 -2.5063 -7.6653
H 4.9041 -2.5021 -4.0535
H 3.9494 -3.5723 -2.9975
H 3.4612 -1.8901 -3.1992
H 0.3276 -3.7228 -5.5050
H 0.6052 -1.9866 -5.2929
H 1.9088 -4.9503 -2.8789
H 0.2889 -5.4906 -3.4043
H 0.6010 -5.0583 -1.6974
C -7.5254 3.4495 5.1627
C -6.6425 3.5761 3.9404
C -7.2293 3.5461 2.6773
C -6.4378 3.6538 1.5403
C -5.0667 3.8047 1.6446
C -4.4672 3.8450 2.9030
N -3.0999 4.0280 3.0588
C -2.2069 4.4784 2.0562
C -1.6937 5.7717 2.2154
C -0.8398 6.3227 1.2822
C -0.5220 5.6055 0.1423
C -1.0047 4.3107 -0.0015
C -1.8048 3.7146 0.9547
C -2.0724 2.2094 0.8228
O -2.9439 1.6841 1.4755
O -1.3171 1.6052 -0.0436
C -5.2561 3.7164 4.0606
C -4.5656 3.7597 5.3980
H -8.5730 3.4032 4.8637
H -7.4068 4.2973 5.8427
H -7.3037 2.5427 5.7312
H -8.3043 3.4361 2.5881
H -6.8946 3.6196 0.5578
H -4.4547 3.8794 0.7541
H -2.7703 4.1359 3.9991
H -1.9919 6.3374 3.0912
H -0.4361 7.3166 1.4375
H 0.1073 6.0368 -0.6271
H -0.7424 3.7365 -0.8818
H -3.7539 3.0260 5.4454
H -5.2461 3.5373 6.2174
H -4.1353 4.7510 5.5914
C 3.8757 1.7063 -1.6478
C 4.9062 1.2629 -0.6092
As 6.3181 2.5867 -0.3180
C 6.7958 2.8759 -2.1966
C 6.6572 4.1469 -2.7339
C 6.8574 4.3707 -4.0976
C 7.1903 3.3179 -4.9270
C 7.3420 2.0391 -4.3969
C 7.1462 1.8238 -3.0383
C 7.7720 1.3601 0.1249
C 7.5261 0.2627 0.9407
C 8.5723 -0.5527 1.3689
C 9.8746 -0.2687 0.9911
C 10.1318 0.8334 0.1876
C 9.0853 1.6481 -0.2357
P 2.4851 0.4624 -1.7172
C 1.5330 1.4194 -2.9601
C 0.4820 2.2942 -2.6840
C -0.1496 2.9957 -3.7052
C 0.2575 2.8321 -5.0237
C 1.2979 1.9565 -5.3137
C 1.9238 1.2569 -4.2898
C 1.7191 0.6445 -0.0772
C 1.5103 2.0066 0.4724
C 1.0526 2.2380 1.6982
C 0.6769 1.1232 2.6513
C 2.5741 -0.4369 2.1280
C 2.4123 -0.3550 0.8017
H 4.3055 1.7670 -2.6480
H 3.4867 2.7006 -1.4077
H 5.3623 0.3096 -0.8846
H 4.4056 1.1242 0.3501
H 6.3812 4.9713 -2.0877
H 6.7402 5.3678 -4.5051
H 7.3212 3.4836 -5.9899
H 7.5995 1.2090 -5.0438
H 7.2622 0.8255 -2.6299
H 6.5102 0.0245 1.2373
H 8.3610 -1.4107 1.9953
H 10.6879 -0.9037 1.3214
H 11.1480 1.0619 -0.1118
H 9.2937 2.5033 -0.8676
H 0.1306 2.3988 -1.6639
H -0.9685 3.6677 -3.4676
H -0.2443 3.3670 -5.8220
H 1.6099 1.8058 -6.3420
H 2.7226 0.5556 -4.5265
H 1.7261 2.8611 -0.1659
H 0.9610 3.2604 2.0579
H 0.1504 1.5461 3.5127
H 3.1079 -1.3081 2.5015
H 2.8844 -1.1506 0.2409
N 0.0447 -1.9000 0.1081
C 0.6672 -3.0227 0.6225
C 0.1291 -3.8003 1.6610
C 0.8014 -4.9026 2.1788
C 2.0285 -5.3061 1.6607
C 2.5549 -4.5792 0.5959
C 1.8897 -3.4720 0.0856
H -0.8311 -3.5228 2.0738
H 0.3567 -5.4487 3.0057
H 2.5519 -6.1629 2.0694
H 3.5005 -4.8780 0.1508
H 2.2879 -2.9347 -0.7697

Its net charge is -2. The highest occupied orbital energy comes out at -1.79 eV. The lowest unoccupied orbital energy comes out at 3.61 eV. Its total energy is -321551.2277 eV.

ORCA calculation (ωB97M-V with the def2-TZVPD basis set) on a molecular structure, C7Cl5F8O4SScTe.

Atoms and positions in Å:
Sc 0.0812 0.4848 0.4182
Cl -2.3250 -2.0263 -1.0226
C -0.6980 -2.0318 -1.6155
C 0.1943 -1.1136 -1.0884
C 1.4764 -1.1331 -1.5878
Cl 2.5512 0.0698 -0.8831
C 1.9232 -2.0052 -2.5672
Cl 3.5440 -1.9544 -3.1284
C 1.0023 -2.9214 -3.0744
Cl 1.4948 -4.0289 -4.2878
C -0.3153 -2.9376 -2.6014
Cl -1.4384 -4.0678 -3.2402
F -0.9700 -1.2650 4.4957
Te 0.2653 -0.4432 3.4133
F 1.2868 0.0293 4.8644
F -0.7666 1.0805 3.6182
F -0.8957 -0.9004 1.9345
F 1.0926 -2.0878 3.2989
O 1.2435 0.3090 2.0798
F -0.4458 5.0951 0.0036
C -1.0205 4.0924 0.6516
F -2.1999 4.4708 1.1146
F -0.2446 3.7154 1.6625
S -1.2301 2.6674 -0.4965
O -1.7272 1.5863 0.3994
O -2.0486 3.0600 -1.5772
O 0.1700 2.2556 -0.7842

Its net charge is 0. The highest occupied orbital energy comes out at -9.59 eV. The lowest unoccupied orbital energy comes out at -1.70 eV. Its total energy is -138633.8203 eV.

ORCA calculation (ωB97M-V with the def2-TZVPD basis set) on a single C7H10 molecule in a non-equilibrium geometry.

Atoms and positions in Å:
C -1.2339 1.5861 0.1916
C -0.3744 0.3232 0.0313
C -0.7928 -0.9562 0.7013
C 0.2428 -1.7701 0.5115
C 1.2521 -0.9125 -0.3037
C 0.2847 -0.3812 -1.3754
C 1.1243 0.4420 0.3991
H -2.2569 1.4675 -0.1790
H -1.3140 1.8346 1.2648
H -0.8001 2.4788 -0.2831
H -1.7670 -1.1170 1.1448
H 0.3463 -2.8039 0.8021
H 2.2326 -1.3635 -0.4884
H -0.1766 -1.1648 -1.9947
H 0.2243 0.6184 -1.7290
H 1.3607 0.4842 1.4626
H 1.6480 1.2345 -0.1559

Its net charge is 0. As for the SMILES: C[C@]12C=C[C@H](C1)C2. The highest occupied orbital energy comes out at -8.27 eV. The lowest unoccupied orbital energy comes out at 1.06 eV. Its total energy is -7417.9622 eV.

ORCA calculation (ωB97M-V with the def2-TZVPD basis set) on a molecular structure, C7H10.

Atoms and positions in Å:
C 2.1076 0.4235 0.0391
C 1.1190 -0.5755 0.6380
C -0.2573 -0.0176 0.8118
C -1.5132 -0.1001 -0.9207
C -1.4272 -0.8732 0.4340
C -0.4693 1.3515 0.8069
C -1.0883 1.3008 -0.4183
H 1.8170 0.6853 -0.9857
H 3.1135 -0.0045 0.0212
H 2.1130 1.3519 0.6142
H 1.0517 -1.4792 0.0183
H 1.4497 -0.9137 1.6255
H -2.4923 -0.0820 -1.3966
H -0.8081 -0.5803 -1.6202
H -1.2214 -1.9482 0.3818
H -2.3202 -0.6957 1.0391
H -1.1743 2.1570 -1.0885

Its net charge is 0. The highest occupied orbital energy comes out at -7.97 eV. The lowest unoccupied orbital energy comes out at 0.37 eV. Its total energy is -7416.8311 eV.

ORCA calculation (ωB97M-V with the def2-TZVPD basis set) on a single C7H10 molecule in a non-equilibrium geometry.

Atoms and positions in Å:
C 1.1377 0.6996 -0.1146
C 2.7875 0.7515 -0.0784
C -2.4533 -0.3862 -0.6695
C -2.6006 0.2122 0.6854
C -0.0962 0.0474 0.2251
C -1.3941 0.5698 -0.1541
C 3.3974 -0.5843 0.0704
H 0.9117 1.6151 -0.6650
H -2.1904 -1.4292 -0.7351
H -3.0852 -0.0349 -1.4710
H -3.3469 0.9754 0.8476
H -2.4431 -0.4405 1.5301
H -0.0765 -0.8456 0.8372
H -1.3883 1.5547 -0.6053
H 2.7238 -1.4323 0.2126
H 4.1050 -0.5205 0.9026
H 4.0113 -0.7525 -0.8180

Its net charge is 0. The highest occupied orbital energy (alpha / beta) comes out at -8.26 / -8.25 eV. The lowest unoccupied orbital energy (alpha / beta) comes out at -0.47 / -0.47 eV. Its total energy is -7415.1399 eV.

ORCA calculation (ωB97M-V with the def2-TZVPD basis set) on a single C7H10 molecule.

Atoms and positions in Å:
C -0.5969 -2.6274 0.3854
C -0.8174 -1.5463 -0.1011
C -1.0260 -0.2508 -0.7048
C 0.1966 0.5855 -1.0492
C 1.5912 0.0393 -0.8064
C -0.7169 1.0203 0.0638
C -0.3119 0.9777 1.5181
H -0.4042 -3.5859 0.8143
H -1.8586 -0.2078 -1.4028
H 0.0918 1.1464 -1.9764
H 1.6800 -0.9930 -1.1622
H 2.3301 0.6450 -1.3385
H 1.8635 0.0426 0.2530
H -1.3767 1.8500 -0.1848
H 0.3546 1.8130 1.7624
H -1.1963 1.0490 2.1612
H 0.1972 0.0426 1.7681

Its net charge is 0. As for the SMILES: C#C[C@@H]1[C@H](C)[C@@H]1C. The highest occupied orbital energy comes out at -9.27 eV. The lowest unoccupied orbital energy comes out at 1.09 eV. Its total energy is -7418.6472 eV.

ORCA calculation (ωB97M-V with the def2-TZVPD basis set) on a molecular structure, C7H10.

Atoms and positions in Å:
C 1.4031 -0.3592 1.0704
C 0.9435 0.3457 -0.2174
C 1.3637 -1.5975 0.2700
C -0.2169 -0.1314 -1.1046
C -1.4191 -0.6305 -0.2998
C -1.4662 0.7351 0.4424
C -0.2878 1.1980 -0.4071
H 2.3614 0.0619 1.3984
H 0.6620 -0.2975 1.8724
H 1.7764 0.7087 -0.8157
H 2.2946 -1.5840 -0.3377
H -0.0243 -0.3577 -2.1477
H -1.2549 -1.5345 0.2912
H -2.2944 -0.7666 -0.9423
H -2.3762 1.3047 0.2383
H -1.3042 0.7172 1.5253
H -0.1606 2.1875 -0.8360

Its net charge is 0. The highest occupied orbital energy comes out at -8.14 eV. The lowest unoccupied orbital energy comes out at 0.91 eV. Its total energy is -7415.4822 eV.

ORCA calculation (ωB97M-V with the def2-TZVPD basis set) on a single C7H10 molecule in a non-equilibrium geometry.

Atoms and positions in Å:
C 1.7170 -0.1624 -0.9314
C 0.7750 0.9772 -0.6814
C -0.5825 0.9245 -0.6600
C -1.3704 -0.3586 -0.6782
C -1.2538 -1.0612 0.6494
C -0.5041 -0.5180 1.6005
C 0.3825 0.5184 1.7333
H 2.1937 -0.0390 -1.9067
H 2.5126 -0.1680 -0.1918
H 1.2474 -1.1446 -0.9057
H 1.2414 1.9624 -0.7468
H -1.1396 1.8590 -0.7115
H -0.9821 -1.0179 -1.4691
H -2.4267 -0.1928 -0.9182
H -1.7753 -1.9851 0.8244
H -0.2518 -0.9463 2.5989
H 0.1155 1.3173 2.4273

Its net charge is 0. The highest occupied orbital energy comes out at -7.33 eV. The lowest unoccupied orbital energy comes out at 0.57 eV. Its total energy is -7416.1151 eV.

ORCA calculation (ωB97M-V with the def2-TZVPD basis set) on a single C7H10 molecule in a non-equilibrium geometry.

Atoms and positions in Å:
C 1.7390 0.6787 0.7290
C 1.5237 -0.7343 0.2708
C 0.6519 -0.7568 -0.9901
C -0.4124 0.0702 -0.2701
C -1.8228 -0.3906 0.0707
C -1.5598 0.8964 -0.7052
C 0.3573 0.1554 1.0049
H 1.8445 1.4919 0.0007
H 2.3692 0.7909 1.6150
H 1.9563 -1.6096 0.7600
H 0.3015 -1.7596 -1.2675
H 1.0699 -0.2561 -1.8792
H -2.1665 -1.2749 -0.4695
H -2.2705 -0.2669 1.0593
H -1.7881 0.9067 -1.7730
H -1.7540 1.8316 -0.1765
H -0.0394 0.2267 2.0207

Its net charge is 0. As for the SMILES: C1[C@@H]2CC3(CC3)[C@H]12. The highest occupied orbital energy comes out at -8.64 eV. The lowest unoccupied orbital energy comes out at 1.19 eV. Its total energy is -7418.0941 eV.

ORCA calculation (ωB97M-V with the def2-TZVPD basis set) on a single C7H10 molecule in a non-equilibrium geometry.

Atoms and positions in Å:
C 0.9153 -1.1497 -0.2848
C 1.8205 -1.3382 -1.3200
C -1.7937 1.0295 1.4339
C -2.4112 0.2481 0.3095
C 0.0231 -0.1668 0.1331
C -1.1621 -0.2796 0.8798
C 2.8915 -0.4730 -1.6808
H 0.8749 -2.0659 0.2072
H -1.2956 2.0049 1.1839
H -2.1055 0.9249 2.4713
H -3.3426 -0.2627 0.5320
H -2.5699 0.4790 -0.7751
H 0.2372 0.7472 -0.3037
H -1.0993 -1.2491 1.3639
H 3.7382 -0.8620 -1.1986
H 2.6675 0.5107 -1.2816
H 3.0068 -0.5382 -2.8916

Its net charge is 0. The highest occupied orbital energy (alpha / beta) comes out at -7.62 / -7.02 eV. The lowest unoccupied orbital energy (alpha / beta) comes out at -0.06 / 0.38 eV. Its total energy is -7414.9326 eV.

ORCA calculation (ωB97M-V with the def2-TZVPD basis set) on a single C7H10 molecule in a non-equilibrium geometry.

Atoms and positions in Å:
C -0.6323 2.3404 0.6930
C 0.3186 1.7701 -0.0534
C 0.1938 0.6302 -0.9625
C -0.1952 0.7812 -2.2506
C 0.4156 -0.7276 -0.4393
C -0.0292 -1.1288 0.7082
C 0.2723 -2.4503 1.2762
H -0.4418 3.1430 1.3724
H -1.6147 2.0857 0.3867
H 1.3013 2.1666 0.1677
H -0.6657 1.7143 -2.6798
H -0.1611 0.0398 -2.9173
H 0.9773 -1.4478 -1.1389
H -0.6669 -0.4329 1.4436
H -0.1505 -2.5090 2.2430
H -0.2983 -3.2699 0.8715
H 1.3769 -2.7050 1.2795

Its net charge is 0. As for the SMILES: C=CC(=C)/C=C/C. The highest occupied orbital energy comes out at -8.64 eV. The lowest unoccupied orbital energy comes out at 1.18 eV. Its total energy is -7418.2206 eV.

ORCA calculation (ωB97M-V with the def2-TZVPD basis set) on a molecular structure, C7H10.

Atoms and positions in Å:
C 2.0509 0.4609 -0.0304
C 1.0112 -0.5179 0.4940
C -0.4084 0.0358 0.5561
C -1.3913 -0.3320 -0.8727
C -1.5021 -0.9658 0.4749
C -0.5664 1.4642 1.0800
C -0.8875 1.4501 -0.1887
H 1.8164 0.7454 -1.0619
H 3.0538 0.0211 -0.0115
H 2.0552 1.3713 0.5747
H 1.0197 -1.4458 -0.0915
H 1.2642 -0.8088 1.5255
H -2.2920 0.0916 -1.3113
H -0.7401 -0.8090 -1.5998
H -1.1728 -1.9978 0.5514
H -2.4055 -0.7273 1.0342
H -0.9054 1.9639 -1.1231

Its net charge is 0. The highest occupied orbital energy comes out at -8.52 eV. The lowest unoccupied orbital energy comes out at 0.86 eV. Its total energy is -7415.4523 eV.